[1]
The following is a quantum chemistry calculation of the ion C5H9IN3 with charge +1 in a non-equilibrium geometry, from the OMol25 dataset.

Geometry (Å):
C (0.021, -0.710, 1.135)
C (0.403, 0.612, -1.178)
C (-0.692, 0.581, 1.023)
C (-1.805, 1.032, 1.819)
C (1.322, -1.345, -2.151)
N (0.364, -1.406, -0.012)
N (0.700, -0.614, -1.066)
N (-0.358, 1.228, -0.118)
I (2.204, -0.114, 2.163)
H (-0.134, -1.458, 1.838)
H (0.545, 1.109, -2.070)
H (-1.865, 0.629, 2.755)
H (-2.641, 0.697, 1.271)
H (-1.742, 2.083, 1.799)
H (2.360, -1.116, -1.989)
H (1.164, -2.403, -1.964)
H (0.840, -0.977, -3.106)
H (-0.686, 2.173, -0.148)

The LUMO energy (alpha / beta) is -0.202 / -0.202 hartree. Its net charge is +1. For the HOMO energy (alpha / beta), the calculation gives -12.2 / -12.2 eV. As for the energy above the lowest of the compared OMol25 structures with the same formula, charge and spin: 279.4 kJ/mol.

***

[2]
The following is a quantum chemistry calculation of a structure of composition C35H36BrN7O6PS2W, from the OMol25 dataset.

Geometry (Å):
W (-0.271, 0.508, 0.573)
C (3.357, 3.407, 4.627)
C (2.746, 2.064, 4.994)
N (2.753, 1.116, 3.878)
C (1.840, 1.118, 2.909)
S (1.923, -0.119, 1.680)
N (0.911, 2.068, 2.900)
N (0.003, 1.782, 1.973)
C (-0.876, 2.623, 1.349)
C (-0.498, 4.052, 1.117)
C (-2.289, 2.196, 1.512)
C (-3.393, 2.948, 1.866)
C (-4.611, 2.288, 1.960)
C (-4.686, 0.925, 1.701)
C (-3.535, 0.251, 1.334)
N (-2.381, 0.896, 1.231)
H (3.348, 4.069, 5.493)
H (2.782, 3.880, 3.831)
H (4.391, 3.290, 4.300)
H (1.714, 2.189, 5.318)
H (3.298, 1.595, 5.807)
H (3.464, 0.406, 3.840)
H (0.556, 4.126, 0.861)
H (-0.659, 4.629, 2.033)
H (-1.090, 4.493, 0.319)
H (-3.301, 4.006, 2.072)
H (-5.501, 2.834, 2.244)
H (-5.623, 0.393, 1.773)
H (-3.530, -0.806, 1.099)
Br (3.406, -10.284, -1.846)
C (1.938, -9.170, -1.450)
C (0.929, -9.004, -2.394)
C (-0.147, -8.195, -2.100)
C (-0.223, -7.533, -0.863)
C (0.804, -7.718, 0.081)
C (1.876, -8.535, -0.215)
N (-1.304, -6.719, -0.649)
N (-1.456, -6.154, 0.505)
C (-1.283, -4.861, 0.759)
C (-1.613, -4.433, 2.069)
C (-1.455, -3.130, 2.493)
C (-0.970, -2.171, 1.612)
O (-0.781, -0.907, 1.940)
C (-0.677, -2.540, 0.280)
N (-0.291, -1.501, -0.518)
C (0.001, -1.762, -1.786)
C (-0.062, -3.044, -2.319)
C (-0.466, -4.096, -1.525)
C (-0.800, -3.866, -0.185)
H (0.990, -9.515, -3.344)
H (-0.953, -8.060, -2.810)
H (0.735, -7.233, 1.045)
H (2.664, -8.689, 0.510)
H (-1.991, -5.189, 2.744)
H (-1.696, -2.841, 3.507)
H (0.269, -0.916, -2.402)
H (0.191, -3.198, -3.358)
H (-0.535, -5.090, -1.939)
O (-3.761, 6.974, -3.695)
C (-2.554, 6.399, -3.881)
O (-1.699, 6.966, -4.498)
C (-2.346, 5.045, -3.272)
C (-3.025, 4.608, -2.142)
C (-2.745, 3.364, -1.594)
C (-1.770, 2.549, -2.157)
S (-1.474, 0.902, -1.560)
C (-1.127, 2.971, -3.320)
C (-1.401, 4.211, -3.863)
H (-4.387, 6.342, -3.320)
H (-3.763, 5.238, -1.659)
H (-3.299, 3.020, -0.732)
H (-0.404, 2.318, -3.789)
H (-0.890, 4.557, -4.752)
C (3.109, -0.701, -1.428)
O (3.054, 0.684, -1.075)
P (1.746, 1.513, -0.700)
O (1.348, 2.247, -2.040)
C (2.266, 3.130, -2.715)
O (2.376, 2.685, 0.169)
C (3.740, 2.775, 0.614)
H (4.148, -1.002, -1.338)
H (2.776, -0.840, -2.456)
H (2.502, -1.302, -0.752)
H (1.771, 3.449, -3.627)
H (3.191, 2.607, -2.954)
H (2.471, 3.997, -2.089)
H (4.090, 1.807, 0.967)
H (3.747, 3.496, 1.427)
H (4.373, 3.124, -0.200)

The LUMO energy (alpha / beta) is -0.132 / -0.136 hartree. Its net charge is +1. For the HOMO energy (alpha / beta), the calculation gives -9.2 / -10.5 eV. As for the energy above the lowest of the compared OMol25 structures with the same formula, charge and spin: 210.3 kJ/mol. As for the multiplicity: 3.

***

[3]
The following is a quantum chemistry calculation of the molecule C12H26N4O3 in a non-equilibrium geometry, from the OMol25 dataset.

Geometry (Å):
N (5.589, -0.614, -0.853)
C (5.056, -1.728, 0.009)
C (3.613, -1.478, 0.796)
C (2.783, -1.346, -0.420)
C (1.339, -0.784, -0.063)
C (1.541, 0.397, 0.721)
N (0.080, 0.702, 0.798)
C (-0.938, 0.993, -0.091)
O (-0.689, 1.104, -1.265)
C (-2.360, 1.208, 0.586)
N (-3.371, 1.632, -0.471)
C (-2.540, -0.120, 1.318)
C (-2.701, -1.484, 0.602)
C (-3.537, -1.436, -0.758)
C (-5.040, -1.387, -0.603)
N (-5.760, -0.409, 0.163)
C (2.392, 1.559, 0.160)
O (3.264, 2.236, 0.796)
O (1.906, 1.830, -1.125)
H (6.405, -1.280, -1.462)
H (5.947, 0.314, -0.184)
H (5.103, -2.688, -0.551)
H (5.517, -1.863, 0.964)
H (3.313, -2.173, 1.487)
H (3.609, -0.363, 1.087)
H (2.485, -2.206, -0.976)
H (3.477, -0.801, -1.160)
H (0.837, -1.710, 0.554)
H (0.879, -0.536, -1.041)
H (1.775, -0.177, 1.838)
H (-0.254, 0.813, 1.633)
H (-2.274, 2.045, 1.275)
H (-3.921, 2.601, -0.518)
H (-3.149, 1.254, -1.339)
H (-3.399, 0.032, 2.091)
H (-1.667, -0.151, 2.124)
H (-1.697, -1.997, 0.205)
H (-3.304, -2.212, 1.275)
H (-3.215, -0.689, -1.479)
H (-3.309, -2.542, -1.191)
H (-5.742, -1.683, -1.573)
H (-5.397, -2.287, -0.138)
H (-6.737, -0.528, 0.076)
H (-5.543, 0.548, -0.059)
H (0.993, 1.368, -1.171)

The LUMO energy is 0.018 hartree. For the HOMO energy, the calculation gives -8.6 eV. As for the energy above the lowest of the compared OMol25 structures with the same formula, charge and spin: 809.9 kJ/mol. The SMILES is NCCCC[C@H](NC(=O)[C@@H](N)CCCCN)C(=O)O.

***

Question: Which of these has the lowest energy above the lowest of the compared OMol25 structures with the same formula, charge and spin?
Answer: C35H36BrN7O6PS2W